#1
ORCA calculation (the ωB97M-V functional and the def2-TZVPD basis) on a 2-piece molecular cluster, C4H5F3O overall.

Properties
- E_LUMO (eV) = 0.05
- multiplicity = 1
- gap between HOMO and LUMO (eV) = 9.567

Geometry (Å):
C: 2.968 0.503 -0.561
C: 2.404 0.206 0.551
C: -1.455 0.291 -0.376
C: -2.846 0.114 0.290
O: -0.838 -0.736 -0.704
F: -3.672 0.134 -0.855
F: -3.140 1.073 1.158
F: -3.184 -1.116 0.828
H: 2.777 -0.002 -1.456
H: 3.669 1.329 -0.469
H: 1.798 -0.709 0.546
H: 2.695 0.664 1.443
H: -1.177 -1.751 -0.395


#2
ORCA calculation (the ωB97M-V functional and the def2-TZVPD basis) on a 2-piece molecular cluster, C4H5F3O overall.

Properties
- E_LUMO (eV) = 0.58
- SMILES = OC(F)=C(F)F.C=C
- multiplicity = 1
- gap between HOMO and LUMO (eV) = 9.242

Geometry (Å):
O: -1.204 -1.337 -0.896
C: -1.354 -0.299 -0.074
F: -1.747 -0.611 1.156
C: -1.237 1.022 -0.326
F: -0.935 1.590 -1.482
F: -1.704 1.861 0.523
H: -0.974 -2.212 -0.560
C: 1.420 -0.096 0.943
C: 1.675 0.090 -0.323
H: 1.665 0.720 1.569
H: 0.593 -0.763 1.144
H: 1.295 -0.666 -1.008
H: 2.505 0.699 -0.665


#3
ORCA calculation (the ωB97M-V functional and the def2-TZVPD basis) on one molecule with the formula C4H5F3O.

Properties
- E_LUMO (eV) = 0.69
- multiplicity = 1
- gap between HOMO and LUMO (eV) = 8.940

Geometry (Å):
C: -1.442 0.207 0.346
C: -0.704 -1.102 0.109
C: 0.732 0.859 -0.044
C: 0.766 -0.699 -0.028
O: 0.932 1.473 -1.213
F: 1.324 1.447 1.014
F: 1.535 -1.121 1.007
F: 1.386 -1.192 -1.136
H: -2.028 0.618 -0.455
H: -1.712 0.474 1.351
H: -0.828 -1.795 0.942
H: -1.032 -1.593 -0.805
H: 1.072 2.422 -1.088


Most stable of them? #3.


#1
ORCA calculation (the ωB97M-V functional and the def2-TZVPD basis) on a 2-piece molecular cluster, C4H12S overall.

Properties
- E_LUMO (eV) = 0.97
- SMILES = CSC.CC
- multiplicity = 1
- gap between HOMO and LUMO (eV) = 9.443

Geometry (Å):
C: 0.307 -1.335 -1.525
S: 0.510 -2.362 -0.028
C: -0.971 -2.394 1.137
H: 1.101 -1.793 -2.198
H: -0.703 -1.549 -1.874
H: 0.380 -0.333 -1.356
H: -0.750 -2.571 2.110
H: -1.784 -3.082 0.764
H: -1.618 -1.584 1.185
C: 0.580 2.400 -0.561
C: 0.284 1.860 0.901
H: -0.424 2.689 -0.938
H: 1.142 3.279 -0.518
H: 1.030 1.581 -1.082
H: 1.102 1.123 1.208
H: -0.682 1.387 1.152
H: 0.497 2.685 1.623


#2
ORCA calculation (the ωB97M-V functional and the def2-TZVPD basis) on a 2-piece molecular cluster, C4H12S overall.

Properties
- E_LUMO (eV) = 0.87
- SMILES = CCC.CS
- multiplicity = 1
- gap between HOMO and LUMO (eV) = 9.925

Geometry (Å):
C: -1.997 0.035 -0.996
C: -1.133 1.228 -0.591
C: -1.817 2.624 -0.694
H: -3.035 -0.049 -0.643
H: -1.549 -0.892 -0.657
H: -2.252 -0.067 -2.066
H: -0.176 1.349 -1.115
H: -0.872 1.041 0.454
H: -1.142 3.462 -0.494
H: -2.271 2.724 -1.665
H: -2.545 2.495 0.123
C: 1.764 -1.006 1.902
S: 1.578 -1.396 0.116
H: 0.884 -0.458 2.226
H: 1.903 -1.860 2.549
H: 2.585 -0.293 1.935
H: 2.320 -2.495 -0.081


Most stable of them? #2.


#1
ORCA calculation (the ωB97M-V functional and the def2-TZVPD basis) on a 2-piece molecular cluster, C4H12O2 overall.

Properties
- E_LUMO (eV) = 0.78
- SMILES = CCOCC.O
- multiplicity = 1
- gap between HOMO and LUMO (eV) = 10.357

Geometry (Å):
C: 2.234 0.917 0.453
C: 0.895 0.265 0.791
O: 0.103 0.571 -0.296
C: -1.163 -0.071 -0.168
C: -2.159 0.602 -1.189
H: 2.210 2.020 0.448
H: 2.563 0.568 -0.541
H: 2.971 0.585 1.203
H: 0.952 -0.834 0.903
H: 0.485 0.679 1.733
H: -1.121 -1.164 -0.335
H: -1.500 0.098 0.873
H: -1.952 1.685 -1.192
H: -3.222 0.447 -0.940
H: -1.973 0.205 -2.201
O: -0.076 -2.263 0.407
H: 0.883 -2.433 0.547
H: -0.131 -1.877 -0.496


#2
ORCA calculation (the ωB97M-V functional and the def2-TZVPD basis) on a 2-piece molecular cluster, C4H12O2 overall.

Properties
- E_LUMO (eV) = 0.75
- SMILES = CCO.CCO
- multiplicity = 1
- gap between HOMO and LUMO (eV) = 11.012

Geometry (Å):
C: 1.643 -2.161 -4.536
C: 1.025 -2.786 -3.345
O: 1.045 -1.780 -2.319
H: 0.963 -1.339 -4.814
H: 1.711 -2.864 -5.383
H: 2.645 -1.740 -4.348
H: 0.050 -3.211 -3.652
H: 1.691 -3.630 -3.078
H: 1.995 -1.702 -2.091
C: -1.775 2.537 4.698
C: -1.524 2.388 3.159
O: -0.135 2.121 3.014
H: -2.776 2.880 5.011
H: -1.033 3.293 5.005
H: -1.549 1.591 5.216
H: -2.039 1.470 2.817
H: -1.868 3.224 2.520
H: -0.070 1.711 2.127


Most stable of them? #2.


#1
ORCA calculation (the ωB97M-V functional and the def2-TZVPD basis) on a 2-piece molecular cluster, C4H12O2 overall.

Properties
- E_LUMO (eV) = 0.86
- SMILES = CCO.CCO
- multiplicity = 1
- gap between HOMO and LUMO (eV) = 10.609

Geometry (Å):
C: -0.614 1.485 -2.464
C: 0.764 0.795 -2.515
O: 0.974 -0.265 -3.492
H: -0.343 2.136 -1.623
H: -0.869 2.029 -3.290
H: -1.483 0.965 -1.982
H: 1.257 0.283 -1.640
H: 1.341 1.578 -3.071
H: 0.286 -0.505 -4.171
C: -0.390 -1.566 3.362
C: -0.110 -0.331 2.469
O: 0.777 -0.470 1.432
H: -1.146 -2.251 2.899
H: 0.560 -2.125 3.619
H: -0.757 -1.086 4.231
H: 0.252 0.591 3.053
H: -1.232 0.009 2.232
H: 0.732 -1.272 0.951


#2
ORCA calculation (the ωB97M-V functional and the def2-TZVPD basis) on a 3-piece molecular cluster, C4H12O2 overall.

Properties
- E_LUMO (eV) = 0.81
- SMILES = C/C=C/C.O.O
- multiplicity = 1
- gap between HOMO and LUMO (eV) = 10.279

Geometry (Å):
C: -1.627 -1.969 -1.194
C: -0.945 -1.039 -0.231
C: 0.291 -1.165 0.262
C: 0.951 -0.452 1.416
H: -2.224 -1.389 -1.888
H: -0.939 -2.620 -1.727
H: -2.318 -2.608 -0.637
H: -1.450 -0.100 0.003
H: 0.846 -2.046 -0.070
H: 0.176 -0.011 2.042
H: 1.632 -1.130 1.918
H: 1.539 0.421 1.111
O: 0.431 1.695 -1.163
H: 0.264 0.754 -0.958
H: 0.267 1.752 -2.109
O: 0.758 3.259 1.347
H: 0.842 2.795 0.512
H: 1.505 3.855 1.366


Most stable of them? #2.


#1
ORCA calculation (the ωB97M-V functional and the def2-TZVPD basis) on C4H9NO as an isolated structure.

Properties
- E_LUMO (eV) = 0.88
- multiplicity = 1
- gap between HOMO and LUMO (eV) = 9.029

Geometry (Å):
C: -1.014 -0.521 1.228
N: -0.514 -0.193 -0.093
C: -1.010 1.015 -0.704
C: 0.602 -0.849 -0.662
C: 1.806 -0.483 -0.248
O: 2.156 0.549 0.628
H: -0.298 -1.115 1.798
H: -1.973 -1.051 1.224
H: -1.097 0.406 1.799
H: -1.487 0.792 -1.663
H: -0.224 1.740 -0.938
H: -1.802 1.480 -0.125
H: 0.470 -1.769 -1.221
H: 2.671 -0.880 -0.779
H: 1.715 0.881 -0.245


#2
ORCA calculation (the ωB97M-V functional and the def2-TZVPD basis) on one molecule with the formula C4H9NO.

Properties
- E_LUMO (eV) = 1.05
- SMILES = CC(C)NC=O
- multiplicity = 1
- gap between HOMO and LUMO (eV) = 10.634

Geometry (Å):
C: -0.937 -0.067 1.086
C: -0.148 -0.402 -0.192
C: -0.871 -0.478 -1.539
N: 0.781 0.740 -0.189
C: 1.761 0.656 0.832
O: 2.383 -0.338 1.113
H: -1.563 0.811 0.892
H: -0.161 0.193 1.822
H: -1.518 -0.851 1.569
H: 0.382 -1.354 -0.051
H: -0.126 -0.641 -2.332
H: -1.416 0.441 -1.781
H: -1.572 -1.319 -1.595
H: 1.153 1.038 -1.079
H: 1.851 1.572 1.444


Most stable of them? #2.


#1
ORCA calculation (the ωB97M-V functional and the def2-TZVPD basis) on one molecule with the formula C4H9NO.

Properties
- E_LUMO (eV) = 0.86
- SMILES = CCCNC=O
- multiplicity = 1
- gap between HOMO and LUMO (eV) = 10.658

Geometry (Å):
C: -1.703 0.582 0.341
C: -0.947 -0.383 -0.567
C: 0.287 -0.998 0.092
N: 1.261 -0.017 0.541
C: 2.066 0.652 -0.323
O: 2.031 0.529 -1.533
H: -2.576 1.004 -0.167
H: -2.057 0.080 1.250
H: -1.061 1.417 0.644
H: -0.625 0.123 -1.483
H: -1.605 -1.208 -0.868
H: 0.784 -1.676 -0.609
H: -0.006 -1.580 0.973
H: 1.370 0.137 1.531
H: 2.782 1.336 0.180


#2
ORCA calculation (the ωB97M-V functional and the def2-TZVPD basis) on one molecule with the formula C4H9NO.

Properties
- E_LUMO (eV) = 0.98
- SMILES = CN(C)CC=O
- multiplicity = 1
- gap between HOMO and LUMO (eV) = 9.020

Geometry (Å):
C: -1.280 -0.585 0.364
N: -0.235 0.165 -0.280
C: -0.616 1.517 -0.601
C: 1.039 -0.468 -0.519
C: 1.641 -0.849 0.840
O: 1.832 -0.028 1.704
H: -2.081 -0.868 -0.339
H: -1.748 0.006 1.167
H: -0.890 -1.496 0.827
H: -1.076 1.998 0.280
H: 0.233 2.137 -0.899
H: -1.375 1.559 -1.404
H: 1.727 0.222 -1.025
H: 1.016 -1.376 -1.159
H: 1.811 -1.932 1.046


#3
ORCA calculation (the ωB97M-V functional and the def2-TZVPD basis) on one molecule with the formula C4H9NO.

Properties
- E_LUMO (eV) = 0.92
- multiplicity = 1
- gap between HOMO and LUMO (eV) = 8.241

Geometry (Å):
C: -1.354 -1.811 -0.061
O: -0.335 -0.856 -0.161
C: -0.502 0.217 0.778
C: 0.550 1.267 0.675
C: 1.807 0.839 0.031
N: 0.793 1.502 -0.829
H: -2.328 -1.403 -0.376
H: -1.455 -2.174 0.974
H: -1.092 -2.654 -0.707
H: -0.509 -0.187 1.801
H: -1.487 0.681 0.599
H: 0.845 2.477 -1.079
H: 1.975 -0.185 -0.313
H: 2.728 1.406 0.179
H: 0.366 0.880 -1.512


Most stable of them? #1.